No. 1
This record from the OMol25 dataset describes 4 unconnected molecules or ions with the total composition H8O4. The level of theory is ωB97M-V/def2-TZVPD.

```
12
Properties=species:S:1:pos:R:3:forces:R:3:lowdin_charge:R:1
H 0.4521 -1.4806 0.5519 -0.09 0.05 0.11 0.006
H 2.4055 -2.4424 0.6804 0.05 -0.16 0.10 0.058
O 1.6856 -2.9716 1.0486 -0.13 0.26 -0.30 -0.049
H 0.4495 0.6533 -1.0446 -0.03 0.29 -0.03 -0.011
H 1.3355 -3.4621 0.2939 0.13 -0.08 0.10 0.055
H -0.0281 1.6152 -2.1473 0.08 -0.05 -0.02 0.028
O -1.8820 2.8403 0.8906 -0.18 -0.04 -0.03 -0.060
H -1.6883 2.0791 0.3330 0.20 0.10 0.01 0.013
O 0.6185 1.5277 -1.4405 -0.14 -0.25 0.07 -0.074
H -1.0162 -1.0419 0.4278 0.07 0.04 0.01 0.054
O -0.1280 -0.8308 0.1229 -0.02 -0.12 -0.06 -0.054
H -2.2042 3.5139 0.2832 0.06 -0.03 0.03 0.033
```
Forces are in eV/Å.

Calculated values
- SMILES string: O.O.O.O
- Energy above the lowest of the compared OMol25 structures with the same formula, charge and spin: 0.800 eV
- Spin multiplicity: 1
- E_HOMO: -10.996 eV
- Kohn-Sham gap: 11.41 eV

=====

No. 2
This record from the OMol25 dataset describes a molecular structure, C25H36CeCl2N8O2 in a non-equilibrium geometry. The level of theory is ωB97M-V/def2-TZVPD.

```
74
Properties=species:S:1:pos:R:3:forces:R:3:lowdin_spin:R:1
C 2.5000 0.8936 3.9865 -0.14 0.14 -0.03 0.000
H 3.4066 1.6298 -3.7765 0.00 0.00 0.01 0.000
C -0.3719 3.0574 1.7460 0.00 -0.05 -0.04 0.000
O -3.4327 1.6198 -2.5203 0.13 -0.19 0.21 0.000
C -1.7468 -0.5663 -5.6110 -0.07 0.11 0.01 0.000
H -3.8896 -0.3193 1.3390 0.01 -0.01 0.05 0.000
H 2.3221 2.4818 -4.6510 -0.03 -0.01 -0.02 0.000
N -0.0278 1.6665 1.4099 -0.16 -0.01 -0.15 0.000
H 1.5510 -5.1349 -1.5487 -0.02 0.01 -0.04 0.000
N 1.3873 1.5160 3.2465 0.18 -0.01 -0.01 0.000
H 2.3020 -5.2178 0.0942 0.04 0.00 0.01 0.000
H -1.0939 -1.9562 -4.1309 0.03 0.01 0.02 0.000
H -3.3379 1.1537 -1.6645 -0.17 0.04 -0.10 0.000
C 1.6493 -4.6722 -0.5751 -0.06 0.12 0.04 0.001
C -2.8748 0.8699 -3.4780 0.11 0.14 -0.02 0.000
H 0.3580 3.7346 1.2984 0.05 -0.01 0.00 0.000
H -4.1710 -0.9760 3.7556 0.02 -0.02 0.03 0.000
C -3.0041 1.3345 -4.7915 0.00 -0.04 0.02 0.000
C 1.6725 0.5383 -4.2035 0.08 0.30 -0.04 0.000
C -0.3907 3.2221 3.2495 -0.11 0.03 0.07 0.000
N -1.3821 -2.3310 2.4418 0.00 0.06 -0.12 -0.001
C -2.1338 -0.3053 -3.2292 0.03 0.04 -0.08 0.000
H -3.5724 2.2401 -4.9573 0.01 -0.01 0.00 0.000
C 1.9010 -1.1244 2.7305 -0.11 0.15 -0.03 0.000
H 1.7254 3.5675 3.4981 -0.01 0.03 0.00 0.000
C -1.5906 -1.0146 -4.3238 -0.07 0.00 0.03 0.000
H 0.9748 2.7478 4.8608 -0.04 0.01 0.02 0.000
C -2.9462 -0.8626 1.3576 -0.16 -0.08 0.30 0.000
C -1.9050 -0.8213 -1.8869 0.36 -0.30 -0.20 -0.001
H 2.1381 0.1156 -5.0916 -0.02 -0.06 0.00 0.000
H 2.1245 0.5964 4.9679 0.02 -0.02 0.02 0.000
H -1.3822 -3.7548 5.4799 -0.01 0.01 0.00 0.000
H 3.6741 0.0376 2.3928 -0.02 0.01 0.00 0.000
H 2.9658 1.1791 -1.2458 0.01 0.03 0.01 0.000
N 1.2015 0.2035 -1.7772 -0.19 0.09 -0.09 -0.001
H 1.1582 -1.2894 -3.2570 -0.05 -0.03 0.00 0.000
C -3.2685 -1.5723 3.7138 -0.08 -0.08 0.26 0.000
N -2.5838 -0.3343 -0.8698 -0.20 0.11 0.35 0.001
C 1.9294 1.4438 -1.4742 0.09 -0.06 0.14 0.000
Cl 2.3182 -3.0156 -0.7975 0.70 -0.71 -0.30 0.000
N -2.2109 -0.9487 0.3232 -0.62 0.40 -0.65 -0.003
C -2.8641 -2.3529 4.7983 -0.10 0.09 -0.04 0.000
C -2.4539 0.6276 -5.8341 0.05 -0.08 -0.09 0.000
C 3.0636 -0.2910 3.2367 0.15 -0.10 0.00 0.000
H 3.7057 -0.8677 3.9014 0.00 0.00 0.00 0.000
H -1.1663 2.5826 3.6801 0.01 0.03 0.01 0.000
N 2.4064 1.8221 -3.8748 -0.03 -0.08 0.08 0.000
H 2.7652 -0.7101 -2.8274 0.00 0.00 0.00 0.000
H -0.8092 1.1326 1.0599 0.02 -0.03 -0.02 0.000
C 0.9679 2.8300 3.7742 0.17 -0.17 -0.03 0.000
Cl 0.0277 -4.5702 0.1783 0.20 -0.83 -0.01 -0.001
Ce -0.0051 -1.7518 0.2254 1.24 0.20 0.97 1.014
C -1.7239 -3.1183 4.6757 0.11 -0.06 -0.05 0.000
H 1.5118 1.9072 -0.5806 -0.02 -0.05 0.00 0.000
C 1.8815 2.4541 -2.6057 0.03 -0.04 -0.33 0.000
H 2.4823 3.3389 -2.4057 0.00 0.01 0.05 0.000
C 1.7327 -0.3991 -3.0123 0.04 -0.05 0.08 0.000
C -1.0116 -3.0741 3.4784 -0.05 -0.01 0.13 0.000
H 0.6465 0.8220 -4.4415 -0.05 -0.05 -0.01 0.000
C -2.5091 -1.5961 2.5683 -0.16 0.16 -0.49 0.000
O -0.9588 -1.7370 -1.7317 -1.06 0.46 -0.46 -0.005
H 1.3054 -1.4815 3.5782 0.01 0.01 0.02 0.000
H -2.5908 0.9889 -6.8456 0.00 -0.02 0.01 0.000
H 3.2569 1.6624 4.1452 0.03 -0.01 0.00 0.000
C 0.8362 0.9319 2.1851 0.05 0.01 0.31 0.000
H 2.2721 -2.0116 2.2000 -0.03 0.02 -0.03 0.000
N 1.0735 -0.3254 1.8149 -0.10 0.38 0.11 -0.004
H 0.8600 2.7609 -2.8335 -0.02 0.02 0.06 0.000
H 0.2320 0.4537 -1.9821 0.01 -0.01 0.04 0.000
H -0.6114 4.2494 3.5347 0.00 0.01 -0.02 0.000
H -1.3346 3.2718 1.2872 -0.02 0.02 0.04 0.000
H -1.3705 -1.1420 -6.4454 0.01 0.02 0.01 0.000
H -0.1154 -3.6727 3.3578 0.00 0.00 0.00 0.000
H -3.4462 -2.3668 5.7101 0.01 0.00 0.00 0.000
```
Forces are in eV/Å.

Calculated values
- Energy above the lowest of the compared OMol25 structures with the same formula, charge and spin: 0.349 eV
- Spin multiplicity: 2
- Net charge: +3
- <S²>: 0.751
- E_HOMO (alpha / beta): -15.463 / -15.463 eV
- Kohn-Sham gap (alpha / beta): 6.90 / 6.91 eV